This record from the OMol25 dataset describes a molecular structure, C13H23CeN2O2P in a non-equilibrium geometry. The level of theory is ωB97M-V/def2-TZVPD.

Values from the calculation:
net charge = +2
2S+1 = 3
HOMO energy (spin up / spin down) = -0.5406 / -0.5416 Eh
maximum force = 5.7 eV/A

Each line ends with the Löwdin spin population.
Cartesian coordinates (Å):
H1 1.8268 -4.4605 -0.2936  0.0000
H2 -0.4182 3.4672 -2.4273  -0.0004
H3 -1.7648 2.4940 -1.8116  0.0000
C1 0.4725 -2.1874 -1.9309  0.4498
N1 -0.0784 2.5873 -0.5285  -0.0025
N2 0.1059 0.2104 -1.9542  0.0950
Ce1 0.2841 0.3004 0.4753  1.0158
C2 -0.6661 2.5333 -1.8969  0.0004
H4 0.8971 -1.8435 -4.5240  0.0038
C3 -0.9155 -3.7308 -0.0855  0.0274
C4 0.6192 -0.9170 -4.0297  0.1326
C5 -0.1481 1.3333 -2.6656  0.0294
O1 0.0097 -0.7764 4.1276  0.0029
C6 -0.0003 1.3938 -4.0398  0.1285
H5 -2.5488 -1.0274 0.1304  0.0001
H6 -1.7740 -3.4208 -0.6959  0.0016
C7 0.1489 -0.5521 3.0045  0.0025
H7 2.7880 -2.9621 -0.0940  0.0002
C8 -0.9274 3.3862 0.3781  -0.0004
P1 0.3946 -2.4573 -0.1708  0.0509
H8 1.1831 4.2968 -0.6966  -0.0001
C9 1.2708 3.2052 -0.5663  0.0001
C10 0.4081 0.2493 -4.7344  0.0010
H9 0.7568 -3.0360 -2.5599  0.0168
H10 -0.8512 4.4605 0.1250  -0.0001
H11 -0.2147 2.3342 -4.5370  0.0057
C11 0.4035 -0.9675 -2.6252  0.0238
C12 2.5607 0.0324 0.2958  -0.0089
H12 -0.6039 3.2375 1.4278  -0.0001
H13 -2.3096 -0.2424 -1.1962  0.0002
H14 -1.9749 3.0590 0.2707  0.0000
H15 1.9045 -3.6400 1.2938  0.0031
C13 1.8698 -3.4823 0.2076  0.0214
H16 2.9820 1.0508 0.3887  -0.0006
O2 -2.1920 -0.1753 -0.2269  0.0009
H17 0.5194 0.2733 -5.8155  -0.0025
H18 -0.5497 -4.6965 -0.4621  0.0000
H19 1.7901 3.0058 0.3847  0.0001
H20 2.8459 -0.5589 1.1793  -0.0006
H21 -1.2305 -3.8438 0.9597  0.0029
H22 2.9155 -0.4489 -0.6256  -0.0003
H23 1.8758 2.7999 -1.3895  0.0000



This record from the OMol25 dataset describes a molecular structure, C13H23ClGdI2NP2 in a non-equilibrium geometry. The level of theory is ωB97M-V/def2-TZVPD.

Values from the calculation:
net charge = +2
2S+1 = 8
HOMO energy (spin up / spin down) = -0.4922 / -0.5473 Eh
maximum force = 4.2 eV/A

Each line ends with the Löwdin spin population.
Cartesian coordinates (Å):
C1 -3.9103 3.5758 -1.7995  0.0065
H1 -3.3350 4.8815 -0.1316  0.0098
H2 1.5177 -4.4119 -3.0697  0.0004
Gd1 1.9242 -1.0094 0.3782  4.9607
C2 2.0115 0.1985 4.3205  0.0035
C3 3.7861 1.4673 2.5566  0.0010
H3 1.0871 2.7465 1.6457  0.0001
I1 -3.3361 -0.8933 -1.1525  0.6650
C4 -2.2039 3.0649 -0.0914  0.0200
C5 0.1591 -4.6539 -0.6921  0.0033
C6 -3.1421 3.9353 -0.6612  0.2305
H4 -3.0055 0.4186 -2.2623  0.0616
H5 -1.0264 -3.3252 -3.0875  0.0009
H6 -4.7425 4.1864 -2.1178  -0.0027
C7 -2.0091 1.7873 -0.6108  0.1772
P1 2.1010 0.7618 2.5901  0.0078
H7 -0.8373 -4.6273 -0.2418  0.0000
H8 3.9728 1.9830 3.5140  0.0002
H9 2.8328 -3.7088 -2.0651  0.0001
N1 -0.0300 0.3367 0.2016  0.0542
I2 -0.9050 1.4172 -3.3704  0.2908
H10 3.8844 2.1775 1.7211  0.0000
C8 -3.6352 2.4347 -2.4877  0.1904
H11 -0.5818 -1.5921 -2.8457  0.0033
H12 2.4816 -0.7925 4.3903  0.0001
C9 1.8692 -3.5043 -2.5701  0.0021
H13 0.1666 -5.3814 -1.5273  0.0007
H14 2.0153 -2.6950 -3.3013  0.0000
P2 0.6511 -2.9996 -1.3017  0.0135
H15 -4.1491 2.1513 -3.3849  0.0067
C10 -0.7776 -2.5637 -2.3564  0.0178
C11 -0.9445 0.9902 -0.1064  0.0484
C12 1.0419 2.2626 2.6224  0.0030
H16 -1.6541 -2.4078 -1.6907  0.0192
H17 0.9657 0.1191 4.6407  0.0000
C13 -2.6582 1.5189 -1.9557  0.1887
Cl1 2.7474 -2.7915 1.8154  0.0155
H18 0.0085 1.9559 2.8181  0.0000
H19 4.5119 0.6581 2.4262  0.0001
H20 2.5470 0.9080 4.9715  0.0007
H21 -1.6550 3.4185 0.8056  -0.0019
H22 0.8884 -4.9710 0.0632  0.0001
H23 1.3672 2.9727 3.4004  0.0006



This record from the OMol25 dataset describes a molecular structure, C13H23ClIInOP2 in a non-equilibrium geometry. The level of theory is ωB97M-V/def2-TZVPD.

Values from the calculation:
net charge = +2
HOMO energy (spin up / spin down) = -0.5554 / -0.5613 Eh
maximum force = 3.2 eV/A

Each line ends with the Mulliken charge.
Cartesian coordinates (Å):
H1 -0.1284 -1.7848 -3.5636  0.3420
C1 1.9209 0.0246 4.1302  -0.5535
C2 -0.9454 1.1494 3.6259  -1.2180
H2 -0.9839 0.9761 4.7182  0.4346
H3 3.7220 0.4003 5.2595  0.4116
P1 -0.4173 0.3086 -2.3767  0.5451
H4 0.1884 -2.6466 -0.1731  0.4696
H5 4.0150 -1.9851 5.9349  0.4235
H6 -1.8482 -1.4601 -3.1986  0.3566
C3 1.1578 -2.2806 4.0838  -0.1209
C4 3.7833 -0.0788 -0.5124  0.1573
Cl1 -3.7759 -0.1693 -0.0826  -0.3055
H7 1.2321 -1.5702 0.8209  0.5424
C5 -1.4752 1.6860 -2.9513  -1.1414
H8 1.5737 1.6804 -2.6673  0.4304
C6 3.0079 -0.3574 4.9226  -0.6947
H9 2.3740 -3.6932 5.1669  0.4037
H10 -1.0391 -0.5825 -4.5518  0.4502
C7 3.1783 -1.6980 5.2958  -0.4465
H11 1.1372 -1.3654 -0.9646  0.4829
H12 -0.9824 2.6324 -2.6915  0.3448
C8 1.2045 0.7565 -3.1205  -1.1305
P2 -0.5424 -0.4232 2.7501  0.6519
C9 2.2498 -2.6492 4.8682  -0.7186
H13 1.9330 -0.0421 -2.9398  0.3475
H14 -1.5512 -2.5734 3.3344  0.4098
I1 1.1109 1.3596 0.4298  0.2667
H15 -2.7635 -1.3387 2.9279  0.4534
H16 1.8187 1.0624 3.8035  0.1836
C10 -0.9098 -1.0127 -3.5465  -1.2406
C11 0.9633 -0.9358 3.7276  1.0971
In1 -1.4932 -0.6860 0.0965  1.0435
C12 0.6034 -1.6227 -0.0591  -1.5873
H17 1.0732 0.8934 -4.2044  0.3988
H18 0.4456 -3.0406 3.7390  0.2033
C13 -1.8209 -1.5191 3.4616  -1.4160
H19 -1.9202 1.4963 3.2609  0.3719
H20 -2.4376 1.6152 -2.4262  0.3084
H21 -1.9659 -1.3091 4.5305  0.4032
O1 4.7132 -0.2858 0.1253  -0.1726
H22 -1.6246 1.6142 -4.0402  0.4326
H23 -0.1860 1.9030 3.3817  0.3795



Copy entry 3 word for word.
This record from the OMol25 dataset describes a molecular structure, C13H23ClIInOP2 in a non-equilibrium geometry. The level of theory is ωB97M-V/def2-TZVPD.

Values from the calculation:
net charge = +2
HOMO energy (spin up / spin down) = -0.5554 / -0.5613 Eh
maximum force = 3.2 eV/A

Each line ends with the Mulliken charge.
Cartesian coordinates (Å):
H1 -0.1284 -1.7848 -3.5636  0.3420
C1 1.9209 0.0246 4.1302  -0.5535
C2 -0.9454 1.1494 3.6259  -1.2180
H2 -0.9839 0.9761 4.7182  0.4346
H3 3.7220 0.4003 5.2595  0.4116
P1 -0.4173 0.3086 -2.3767  0.5451
H4 0.1884 -2.6466 -0.1731  0.4696
H5 4.0150 -1.9851 5.9349  0.4235
H6 -1.8482 -1.4601 -3.1986  0.3566
C3 1.1578 -2.2806 4.0838  -0.1209
C4 3.7833 -0.0788 -0.5124  0.1573
Cl1 -3.7759 -0.1693 -0.0826  -0.3055
H7 1.2321 -1.5702 0.8209  0.5424
C5 -1.4752 1.6860 -2.9513  -1.1414
H8 1.5737 1.6804 -2.6673  0.4304
C6 3.0079 -0.3574 4.9226  -0.6947
H9 2.3740 -3.6932 5.1669  0.4037
H10 -1.0391 -0.5825 -4.5518  0.4502
C7 3.1783 -1.6980 5.2958  -0.4465
H11 1.1372 -1.3654 -0.9646  0.4829
H12 -0.9824 2.6324 -2.6915  0.3448
C8 1.2045 0.7565 -3.1205  -1.1305
P2 -0.5424 -0.4232 2.7501  0.6519
C9 2.2498 -2.6492 4.8682  -0.7186
H13 1.9330 -0.0421 -2.9398  0.3475
H14 -1.5512 -2.5734 3.3344  0.4098
I1 1.1109 1.3596 0.4298  0.2667
H15 -2.7635 -1.3387 2.9279  0.4534
H16 1.8187 1.0624 3.8035  0.1836
C10 -0.9098 -1.0127 -3.5465  -1.2406
C11 0.9633 -0.9358 3.7276  1.0971
In1 -1.4932 -0.6860 0.0965  1.0435
C12 0.6034 -1.6227 -0.0591  -1.5873
H17 1.0732 0.8934 -4.2044  0.3988
H18 0.4456 -3.0406 3.7390  0.2033
C13 -1.8209 -1.5191 3.4616  -1.4160
H19 -1.9202 1.4963 3.2609  0.3719
H20 -2.4376 1.6152 -2.4262  0.3084
H21 -1.9659 -1.3091 4.5305  0.4032
O1 4.7132 -0.2858 0.1253  -0.1726
H22 -1.6246 1.6142 -4.0402  0.4326
H23 -0.1860 1.9030 3.3817  0.3795